No. 1
C5H5N | the ωB97M-V functional and the def2-TZVPD basis

Values from the calculation:
* LUMO energy: -0.1 eV
* Kohn-Sham gap: 0.373 Ha

CARTESIAN COORDINATES (ANGSTROEM)
1 H -0.02385 0.75854 0.46602
2 C -1.82766 0.00900 -0.79398
3 H -2.01702 0.69534 -1.61835
4 C 0.27646 -1.12145 -0.50303
5 H -0.88116 0.85944 0.11724
6 C 1.13390 -0.40945 0.30674
7 H 1.26535 -0.70537 1.34768
8 N 3.16844 0.86522 -0.70253
9 H -2.68049 -0.14216 -0.13318
10 C 2.26556 0.29187 -0.25864
11 C -0.88073 -0.98121 -0.92616



No. 2
C10H12O2S | the ωB97M-V functional and the def2-TZVPD basis

Values from the calculation:
* LUMO energy: 0.4 eV
* structure (SMILES): O=C(O)[C@H](CS)Cc1ccccc1
* Kohn-Sham gap: 0.353 Ha

CARTESIAN COORDINATES (ANGSTROEM)
1 H -3.39308 1.61717 1.51516
2 H -1.52243 -1.92718 -1.46510
3 H 0.45203 2.10801 1.03038
4 C 2.51238 -0.92142 0.05985
5 C -1.90475 0.44496 1.04934
6 O 3.46836 -0.73993 -0.77072
7 H 0.07978 1.40492 -1.48385
8 C 1.02212 0.95328 -1.12688
9 H -5.01429 0.58650 -0.33641
10 C -3.93089 0.16828 -0.20952
11 C -3.17621 0.76822 0.83928
12 O 2.43243 -1.86578 1.15212
13 H 0.47638 -0.52159 1.62380
14 S 1.64799 2.32321 0.02203
15 H 1.81017 0.85922 -1.84405
16 C -1.31757 -0.51265 0.23971
17 C -1.97153 -1.10461 -0.77613
18 H -4.02685 -1.44206 -1.75709
19 H 0.29877 -1.91295 0.81071
20 C 1.14138 -0.46803 -0.46054
21 C 0.10715 -0.82352 0.66676
22 H -1.46642 0.90441 1.93026
23 H 3.35083 -1.81108 1.34772
24 H 0.92722 -1.24000 -1.08746
25 C -3.40647 -0.99636 -0.89650



No. 3
C5H9NO | the ωB97M-V functional and the def2-TZVPD basis

Values from the calculation:
* LUMO energy: 1.1 eV
* Kohn-Sham gap: 0.339 Ha

CARTESIAN COORDINATES (ANGSTROEM)
1 C 0.63312 0.92418 -1.59186
2 O -1.13288 -1.06754 1.48112
3 H 0.54215 -1.81311 0.42280
4 C 0.24521 -1.02709 1.11940
5 H 0.56332 1.04553 1.59939
6 N 0.04515 0.79636 -0.42807
7 H -0.22684 0.48076 -3.47426
8 C 0.74409 0.35198 0.76902
9 C -0.16968 -1.39869 2.47040
10 H -0.97124 0.86732 -0.29941
11 H -0.15457 -2.44645 2.76747
12 H -0.14714 2.19069 -3.11933
13 H 1.80800 0.34554 0.52215
14 H -0.06839 -0.67874 3.28251
15 H -1.43465 1.19731 -2.36921
16 C -0.37065 1.21486 -2.67281



No. 4
C6H10O | the ωB97M-V functional and the def2-TZVPD basis

Values from the calculation:
* LUMO energy: 0.7 eV
* Kohn-Sham gap: 0.335 Ha

CARTESIAN COORDINATES (ANGSTROEM)
1 H -0.05975 -0.84080 0.77478
2 H -1.62535 -0.17671 0.33210
3 H 0.04010 -2.17905 -1.10088
4 H -0.03789 -1.52192 -2.77674
5 C 1.57968 -0.66920 -1.53736
6 H 2.03228 -1.00720 -0.60141
7 H -0.60471 2.41674 2.80382
8 C -0.42348 -0.01450 -1.25087
9 C -0.53750 -0.00370 0.23440
10 H 0.87103 1.43718 1.06811
11 C 0.15600 -1.28236 -1.72751
12 H 1.49018 0.43236 -1.50348
13 H 2.22353 -0.88476 -2.39063
14 C -0.21163 1.32284 0.91109
15 O -1.69447 0.72556 2.70831
16 C -0.88842 1.49811 2.24657
17 H -0.50259 2.16229 0.26471



No. 5
C5H9NO | the ωB97M-V functional and the def2-TZVPD basis

Values from the calculation:
* LUMO energy: 0.9 eV
* structure (SMILES): C[C@H]1CN(C)C1=O
* Kohn-Sham gap: 0.375 Ha

CARTESIAN COORDINATES (ANGSTROEM)
1 N -0.98094 0.17403 -0.09806
2 H -2.81232 -0.39338 -0.91039
3 H 1.66862 -1.21313 0.99575
4 H 2.66638 0.22676 1.24093
5 H -2.89214 0.77066 0.43467
6 O -0.26295 1.53292 1.68688
7 C 1.07967 0.48148 -0.21072
8 C -0.11038 0.88505 0.67775
9 H 0.16472 -1.38397 -1.04390
10 H -0.13619 0.05804 -2.06706
11 C 2.13403 -0.36050 0.48666
12 C -2.38150 -0.11970 0.05932
13 H 2.86225 -0.74904 -0.23208
14 C 0.02525 -0.29595 -1.04212
15 H -2.54518 -0.94446 0.76354
16 H 1.52068 1.33120 -0.74118



No. 6
C48H45ClF6N3 | the ωB97M-V functional and the def2-TZVPD basis

Values from the calculation:
* charge: +1
* LUMO energy: -4.3 eV
* Kohn-Sham gap: 0.227 Ha

CARTESIAN COORDINATES (ANGSTROEM)
1 C -1.36115 4.11477 2.64861
2 H -4.18859 8.41007 4.87424
3 H -2.49302 5.01718 8.04467
4 H -0.12157 -3.27662 -0.19374
5 H -5.64854 7.59026 6.69222
6 C 10.41772 -3.93953 2.22498
7 H -0.86334 0.66131 1.34864
8 H -0.58948 -2.13118 -7.84022
9 C 0.94420 4.69418 2.26430
10 H 1.80500 3.97487 0.43484
11 C 8.89351 -5.71104 2.81941
12 C -0.22097 -2.59894 0.64457
13 H -6.06632 0.51069 -2.76969
14 C 10.36980 -5.97228 0.93857
15 C 5.41542 -2.81230 4.59528
16 H 11.67655 -4.31987 0.53658
17 H -0.17480 5.26855 4.00334
18 H 6.32075 -2.31959 4.92307
19 H -3.66484 1.64065 -4.96868
20 C -0.20882 -1.80639 -6.88013
21 C 0.69793 -0.98159 -4.51134
22 C 0.91995 4.01242 1.05603
23 C -0.50475 -1.25663 0.42490
24 H -0.78900 2.60853 -3.18113
25 C -4.79620 -3.19355 -5.45146
26 H 10.80945 -2.94993 2.41973
27 C -0.18461 -2.20411 3.01637
28 C -1.36036 3.44034 1.44704
29 H 0.38629 2.06419 -5.07480
30 C -0.06307 -3.07109 1.94062
31 C -4.64127 7.20899 6.59285
32 F -2.49324 2.81585 1.03390
33 C -0.35717 1.34294 -4.76515
34 C -0.79104 1.52741 -3.30013
35 C -0.48290 -0.52327 -6.48565
36 H -6.80675 -3.69841 -4.89934
37 H -4.55889 -0.23141 -2.31785
38 H -2.30425 0.00962 -2.94760
39 H -1.86804 7.54130 4.66325
40 C -4.16868 6.25782 7.48712
41 C -6.14709 -2.92513 -5.26772
42 F -0.59509 -0.03255 3.81620
43 C -0.04195 -0.07333 -5.24591
44 C 3.11632 -4.06912 3.76246
45 C -0.47169 -0.87550 2.77627
46 C -0.24131 3.37448 0.64442
47 C 4.27615 -2.77100 5.38664
48 C 9.42553 -4.45466 3.03498
49 F -0.82210 5.76248 6.21978
50 C 0.93202 -2.23727 -5.02292
51 H -5.49725 0.63099 -1.06687
52 H 1.85074 5.18722 2.58774
53 H -0.05766 -2.55098 4.03300
54 F 1.98547 -4.68698 3.35108
55 H 4.20133 -4.66475 2.02321
56 C -0.19412 4.74253 3.05973
57 C -6.65800 -1.66718 -5.55527
58 C -3.01748 2.01315 -2.20775
59 H -2.76014 1.79178 -1.17618
60 H -1.03306 0.11615 -7.15438
61 C -2.52669 7.18789 5.44611
62 H 0.15306 -4.11213 2.11441
63 H 8.11815 -6.08666 3.47449
64 H 1.53378 -2.91520 -4.43310
65 C -3.82118 7.67097 5.57310
66 C -5.80214 -0.69794 -6.03491
67 H -0.28425 2.82769 -0.28694
68 H -2.89815 -2.40879 -6.06850
69 C -2.87899 5.76300 7.36265
70 C 10.89350 -4.70884 1.17313
71 C -3.95035 -2.20290 -5.92921
72 Cl 0.31248 0.98216 -2.04598
73 N -1.69091 1.66116 -5.35008
74 C 5.39524 -3.48713 3.38184
75 H -6.05746 2.71707 -3.14200
76 C -4.45840 -0.94569 -6.23028
77 C 9.36875 -6.47058 1.76064
78 H -2.71809 3.01976 -2.47262
79 H 1.09324 -0.72367 -3.54894
80 C -2.67963 1.47253 -4.56141
81 H 2.21215 -3.37473 5.56828
82 C 3.11250 -3.40015 4.96846
83 C -0.63643 -0.38574 1.49606
84 C -5.21042 0.61332 -2.11189
85 H -1.86980 1.97487 -6.29609
86 F -6.28255 0.53016 -6.31919
87 C -4.50099 1.90371 -2.46031
88 H -4.40295 -4.17449 -5.22273
89 H 6.28271 -3.51698 2.76383
90 N -5.06594 2.90684 -2.99368
91 N 0.48957 -2.70797 -6.18761
92 F 8.96180 -3.71275 4.06043
93 H -3.82264 -0.15841 -6.61786
94 H -4.80554 5.90008 8.28449
95 H -0.62388 -0.88204 -0.58420
96 H 8.95659 -7.45374 1.57834
97 C 4.23786 -4.12630 2.96123
98 H -2.26008 4.14672 3.25050
99 H -7.70537 -1.43743 -5.41188
100 C -2.25774 1.06602 -3.18900
101 H 4.29245 -2.24896 6.33358
102 C -2.08009 6.23962 6.34386
103 H 10.74132 -6.56887 0.11629



Number 1: energy -248.06163 Ha. Number 2: energy -936.80656 Ha. Number 3: energy -325.79619 Ha. Number 4: energy -309.71429 Ha. Number 5: energy -325.90325 Ha. Number 6: energy -3079.45580 Ha.